(1)
Molecular formula: C31H40CoN3OS
Method: DFT, wB97M-V/def2-TZVPD

Geometry (Å):
Co1 0.271 -0.053 0.040
C1 1.569 4.588 -0.378
C2 0.097 4.212 -0.552
C3 -0.807 5.430 -0.379
C4 -0.122 3.525 -1.883
C5 0.181 4.201 -3.061
C6 0.106 3.569 -4.288
C7 -0.249 2.231 -4.351
C8 -0.571 1.520 -3.203
C9 -0.952 0.059 -3.285
C10 -0.029 -0.741 -4.200
C11 -2.419 -0.093 -3.683
C12 -0.544 2.191 -1.968
N1 -0.858 1.465 -0.801
C13 -1.908 1.799 -0.064
C14 -2.124 1.086 1.134
N2 -1.265 0.131 1.455
C15 -1.486 -0.620 2.632
C16 -1.076 -0.111 3.869
C17 -1.312 -0.871 5.011
C18 -1.924 -2.109 4.930
C19 -2.298 -2.611 3.694
C20 -2.081 -1.886 2.529
C21 -2.534 -2.424 1.191
C22 -2.175 -3.892 0.993
C23 -4.035 -2.190 1.008
C24 -0.344 1.209 3.975
C25 -1.138 2.235 4.779
C26 1.055 1.012 4.560
H1 1.740 5.018 0.611
H2 1.879 5.327 -1.120
H3 2.209 3.712 -0.488
H4 -0.148 3.499 0.235
H5 -0.607 6.182 -1.146
H6 -0.641 5.896 0.594
H7 -1.861 5.157 -0.451
H8 0.500 5.236 -3.011
H9 0.352 4.109 -5.195
H10 -0.269 1.726 -5.310
H11 -0.841 -0.363 -2.284
H12 -0.154 -0.467 -5.250
H13 -0.253 -1.805 -4.112
H14 1.012 -0.594 -3.913
H15 -2.596 0.322 -4.679
H16 -3.073 0.426 -2.980
H17 -2.704 -1.147 -3.699
H18 -2.578 2.603 -0.360
H19 -2.984 1.311 1.761
H20 -1.003 -0.487 5.977
H21 -2.100 -2.688 5.828
H22 -2.764 -3.587 3.631
H23 -2.012 -1.859 0.419
H24 -2.757 -4.545 1.649
H25 -1.115 -4.053 1.171
H26 -2.387 -4.189 -0.036
H27 -4.609 -2.715 1.776
H28 -4.364 -2.553 0.032
H29 -4.279 -1.128 1.075
H30 -0.222 1.597 2.962
H31 -1.293 1.895 5.806
H32 -2.119 2.413 4.336
H33 -0.604 3.187 4.821
H34 1.005 0.648 5.589
H35 1.606 1.955 4.568
H36 1.622 0.288 3.975
O1 0.623 -1.888 0.429
N3 1.840 -2.353 -0.058
C27 1.986 -3.733 -0.010
C28 2.858 -4.377 -0.837
C29 3.603 -3.660 -1.790
C30 3.389 -2.259 -1.856
C31 2.515 -1.618 -1.027
S1 2.237 0.122 -1.071
H37 1.408 -4.217 0.761
H38 2.965 -5.449 -0.729
H39 4.285 -4.154 -2.464
H40 3.937 -1.647 -2.560

## Properties
Charge ... -1
Spin multiplicity ... 6
Expectation value of S² ... 8.79
Frontier orbital gap (alpha / beta) ... 4.2 / 6.7 eV

***

(2)
Molecular formula: C33H18AsBrCl5F3FeN4O7S
Method: DFT, wB97M-V/def2-TZVPD

Geometry (Å):
Fe1 -10.598 -5.448 17.975
Cl1 -12.730 -4.462 20.404
C1 -13.047 -6.017 19.729
C2 -12.110 -6.552 18.816
C3 -12.562 -7.809 18.291
Cl2 -11.470 -8.695 17.296
C4 -13.818 -8.414 18.564
Cl3 -14.473 -9.688 17.653
C5 -14.678 -7.770 19.447
Cl4 -16.229 -8.326 19.745
C6 -14.236 -6.618 20.083
Cl5 -15.255 -5.972 21.464
Br1 -6.737 3.976 26.123
C7 -7.205 2.637 24.850
C8 -6.405 1.560 24.881
C9 -6.756 0.492 24.063
C10 -7.982 0.463 23.291
C11 -8.835 1.614 23.416
C12 -8.395 2.687 24.166
N1 -8.253 -0.487 22.399
N2 -8.887 -0.012 21.389
C13 -9.310 -1.004 20.498
C14 -9.806 -0.558 19.313
C15 -10.403 -1.324 18.288
C16 -10.412 -2.695 18.474
O1 -11.014 -3.613 17.685
C17 -9.657 -3.272 19.618
N3 -9.630 -4.592 19.703
C18 -8.956 -5.140 20.696
C19 -8.437 -4.396 21.693
C20 -8.554 -3.040 21.683
C21 -9.114 -2.354 20.610
H1 -5.495 1.644 25.417
H2 -6.132 -0.349 23.818
H3 -9.794 1.735 22.980
H4 -8.983 3.563 24.162
H5 -9.716 0.522 19.103
H6 -10.785 -0.884 17.400
H7 -8.915 -6.271 20.715
H8 -7.950 -4.935 22.517
H9 -8.389 -2.643 22.659
O2 -7.231 -6.845 15.388
As1 -7.809 -5.515 16.317
O3 -6.581 -4.749 17.065
O4 -8.965 -6.207 17.423
C22 -8.740 -4.302 15.099
C23 -8.071 -3.095 14.685
C24 -8.800 -2.061 14.030
C25 -10.032 -2.386 13.533
C26 -10.596 -3.638 13.669
C27 -9.969 -4.566 14.558
S1 -10.908 -6.078 14.837
O5 -10.084 -7.239 14.886
O6 -11.912 -6.138 13.847
O7 -11.522 -5.740 16.157
H10 -8.073 -7.289 15.235
H11 -7.023 -2.916 15.014
H12 -8.324 -1.127 13.942
H13 -10.527 -1.556 13.096
H14 -11.489 -3.891 13.177
F1 -4.785 -0.746 18.619
C28 -5.830 -1.284 19.351
F2 -6.853 -1.473 18.441
F3 -6.202 -0.295 20.164
C29 -5.467 -2.553 20.046
C30 -5.088 -2.495 21.384
C31 -4.588 -3.651 21.918
N4 -4.525 -4.846 21.285
C32 -5.083 -4.879 20.053
C33 -5.497 -3.766 19.350
H15 -5.067 -1.559 21.926
H16 -4.113 -3.630 22.938
H17 -5.151 -5.862 19.525
H18 -5.880 -3.893 18.280

## Properties
Charge ... -1
ΔE to the lowest compared entry with this formula, charge and spin ... 6.9 kcal per mole
Spin multiplicity ... 6
Expectation value of S² ... 8.76
Frontier orbital gap (alpha / beta) ... 6.8 / 6.7 eV

***

(3)
Molecular formula: C24H71N11O9
Method: DFT, wB97M-V/def2-TZVPD

Geometry (Å):
C1 -1.112 -3.586 1.418
O1 -0.937 -4.796 2.099
C2 -1.155 -5.893 1.271
C3 -0.779 -7.180 2.006
C4 0.721 -7.226 2.192
N1 -1.244 -8.380 1.333
H1 -2.146 -3.450 1.080
H2 -0.440 -3.494 0.549
H3 -0.832 -2.735 2.041
H4 -2.173 -5.948 0.848
H5 -0.557 -5.813 0.342
H6 -1.248 -7.102 2.991
H7 1.087 -6.363 2.745
H8 1.210 -7.172 1.211
H9 1.047 -8.146 2.676
H10 -0.780 -8.475 0.434
H11 -2.235 -8.317 1.131
C5 1.618 -2.780 -2.675
O2 2.240 -3.742 -3.480
C6 2.613 -3.245 -4.740
C7 3.757 -4.059 -5.287
C8 3.449 -5.565 -5.350
N2 4.947 -3.772 -4.455
H12 0.839 -2.227 -3.213
H13 2.354 -2.086 -2.254
H14 1.102 -3.306 -1.870
H15 1.754 -3.284 -5.426
H16 2.930 -2.194 -4.709
H17 4.049 -3.731 -6.286
H18 3.710 -6.047 -4.411
H19 4.047 -6.025 -6.141
H20 2.411 -5.758 -5.626
H21 4.678 -3.688 -3.481
H22 5.606 -4.540 -4.501
C9 -6.370 4.411 1.047
O3 -4.976 4.199 0.992
C10 -4.278 4.781 2.102
C11 -2.831 4.898 1.708
C12 -2.281 3.516 1.320
N3 -2.093 5.451 2.858
H23 -6.845 3.672 0.399
H24 -6.648 5.380 0.610
H25 -6.760 4.352 2.065
H26 -4.727 5.726 2.414
H27 -4.393 4.036 2.904
H28 -2.712 5.536 0.832
H29 -2.859 3.020 0.539
H30 -2.238 2.847 2.184
H31 -1.265 3.620 0.931
H32 -1.125 5.573 2.573
H33 -2.048 4.714 3.557
C13 -7.936 1.952 -2.132
O4 -6.828 2.481 -2.839
C14 -5.577 2.048 -2.308
C15 -4.502 3.004 -2.776
C16 -3.124 2.336 -2.748
N4 -4.463 4.248 -2.021
H34 -7.700 0.972 -1.703
H35 -8.739 1.756 -2.843
H36 -8.250 2.664 -1.366
H37 -5.630 2.058 -1.213
H38 -5.387 1.038 -2.692
H39 -4.700 3.159 -3.841
H40 -3.167 1.400 -3.317
H41 -2.775 2.243 -1.721
H42 -2.401 2.923 -3.317
H43 -4.773 4.114 -1.064
H44 -5.034 4.960 -2.455
C17 3.166 -0.886 0.353
O5 3.295 0.441 0.855
C18 4.471 0.661 1.612
C19 5.495 1.507 0.866
C20 6.399 0.791 -0.159
N5 6.309 2.244 1.880
H45 3.874 -1.060 -0.457
H46 2.158 -0.966 -0.058
H47 3.256 -1.600 1.172
H48 4.258 1.208 2.534
H49 4.946 -0.288 1.892
H50 4.955 2.308 0.354
H51 7.325 0.406 0.262
H52 6.615 1.522 -0.938
H53 5.858 -0.039 -0.623
H54 6.736 1.554 2.496
H55 7.092 2.657 1.383
N6 0.426 3.755 -1.206
C21 1.695 3.888 -1.685
N7 2.508 2.819 -1.415
O6 2.074 4.853 -2.334
H56 0.145 2.942 -0.672
H57 -0.222 4.462 -1.498
H58 2.165 2.025 -0.902
H59 3.481 2.846 -1.649
N8 1.229 -1.723 3.254
C22 1.536 -1.583 4.593
N9 1.276 -0.325 5.074
O7 2.032 -2.461 5.268
H60 1.591 -2.507 2.747
H61 0.873 -0.915 2.769
H62 1.528 -0.165 6.030
H63 0.843 0.390 4.518
N10 0.487 3.087 4.091
C23 0.740 2.262 3.022
N11 1.873 2.567 2.337
O8 0.025 1.318 2.694
H64 0.824 4.034 4.057
H65 -0.443 2.938 4.450
H66 2.437 3.356 2.604
H67 2.304 1.887 1.721
C24 -0.566 -0.094 -0.693
O9 -0.123 1.128 -0.098
H68 -1.274 0.150 -1.483
H69 0.269 -0.679 -1.084
H70 -1.100 -0.645 0.085
H71 0.059 0.966 0.841

## Properties
SMILES ... COC[C@H](C)N.COC[C@H](C)N.COC[C@H](C)N.COC[C@H](C)N.COC[C@H](C)N.NC(N)=O.NC(N)=O.NC(N)=O.CO
Charge ... 0
Frontier orbital gap ... 9.3 eV

***

Q: Among the records above, which one has the highest charge?
A: C24H71N11O9